Below is a molecular structure, C12H14BF5N6Pb in a non-equilibrium geometry, with properties calculated with ωB97M-V/def2-TZVPD.

```
39
Properties=species:S:1:pos:R:3:forces:R:3
Pb -0.971 -0.395 1.341 -1.171 -0.308 0.596
F -3.875 0.463 0.649 0.966 -1.020 0.045
F -5.158 -1.883 0.559 1.185 0.026 0.383
F -3.969 -1.757 2.402 0.395 0.151 -1.359
F -3.300 -3.039 0.743 -0.154 1.087 0.128
F -3.044 -0.856 -0.922 -0.062 -0.051 0.908
N 2.550 0.374 0.046 2.486 0.156 0.067
N 0.237 -1.447 -0.908 -1.466 -2.553 -0.454
N 1.762 0.075 1.129 0.687 -0.299 2.618
N 1.220 -0.919 -1.720 1.080 -1.337 -2.142
N 0.725 1.530 -1.314 0.097 -1.031 0.588
N -0.352 1.380 -0.458 -0.401 0.356 0.082
C -1.265 1.128 2.862 0.399 0.824 0.316
C 3.831 0.539 0.452 -2.355 0.064 -3.150
C 1.439 -1.743 -2.771 0.870 3.148 1.694
C -3.899 -1.851 1.040 -1.439 -1.172 0.672
C -3.124 -0.679 0.445 0.098 0.985 -1.159
C -0.603 3.280 -1.645 0.426 -0.596 0.128
C 0.574 -2.833 -2.652 -0.941 -0.886 0.240
C -0.166 -2.596 -1.471 0.188 1.648 1.311
C 0.581 2.661 -2.034 -0.661 0.149 0.329
C 2.548 0.064 2.216 -1.436 -0.073 -1.096
C 3.873 0.348 1.834 -0.258 -0.206 1.727
C -1.156 2.446 -0.657 1.165 -0.552 -0.353
B 1.868 0.461 -1.367 -0.683 1.257 -0.231
H 0.483 -3.672 -3.305 0.033 -0.337 -0.333
H 2.693 0.749 -2.171 0.040 -0.071 -0.094
H -0.520 -1.911 2.315 0.204 0.599 -1.037
H 4.609 0.774 -0.257 0.083 0.019 0.026
H -2.066 0.742 3.511 0.267 0.025 -0.275
H -2.070 2.590 -0.097 0.088 -0.171 -0.050
H -1.013 4.196 -2.011 -0.061 0.242 -0.148
H 1.317 2.938 -2.772 -0.009 0.060 0.019
H 4.721 0.402 2.480 0.458 0.037 0.182
H 2.173 -1.501 -3.520 0.074 -0.020 -0.105
H -0.317 1.196 3.420 -0.491 0.128 -0.104
H 2.149 -0.145 3.203 0.100 0.017 -0.218
H -0.943 -3.215 -1.041 0.056 0.148 0.059
H -1.542 2.106 2.443 0.145 -0.441 0.186
```
Forces are in eV/Å.

energy: -41101.743 eV
total charge: +2
orbital gap (alpha / beta): 4.23 / 4.33 eV
energy above the lowest of the compared OMol25 structures with the same formula, charge and spin: 57.9 kcal/mol
E_HOMO (alpha / beta): -0.5702 / -0.5701 Eh
LUMO energy (alpha / beta): -11.283 / -11.180 eV



Below is 2 unconnected molecules or ions with the total composition CH6BNO in a non-equilibrium geometry, with properties calculated with ωB97M-V/def2-TZVPD.

```
10
Properties=species:S:1:pos:R:3:forces:R:3
O 0.654 -0.329 0.426 1.112 1.019 -0.059
N 0.335 -2.122 1.478 -0.326 -2.968 -0.607
C -0.259 1.433 -0.996 -1.524 3.266 2.744
B -0.340 0.069 -0.206 0.352 0.815 -0.939
H 1.221 -2.443 1.011 -0.787 0.660 1.253
H 0.300 1.225 -1.845 0.675 -0.120 -1.867
H 0.191 2.244 -0.378 0.382 -0.774 -0.475
H -1.283 -0.381 -0.670 -1.399 -1.546 0.092
H -1.292 1.831 -1.086 0.602 -0.581 -0.879
H 0.472 -1.528 2.266 0.914 0.228 0.736
```
Forces are in eV/Å.

energy: -5343.971 eV
2S+1: 3
orbital gap (alpha / beta): 9.80 / 7.26 eV
energy above the lowest of the compared OMol25 structures with the same formula, charge and spin: 33.8 kcal/mol
E_HOMO (alpha / beta): -0.3341 / -0.3644 Eh
LUMO energy (alpha / beta): 0.706 / -2.654 eV



Below is a single C7H15O2P molecule in a non-equilibrium geometry, with properties calculated with ωB97M-V/def2-TZVPD.

```
25
Properties=species:S:1:pos:R:3:forces:R:3
P 2.458 0.168 0.291 0.458 -2.332 0.053
O -1.327 -1.298 -1.472 0.856 -0.726 0.615
O -1.452 0.121 0.847 0.629 1.853 0.756
C -0.531 -1.571 -0.378 1.206 -0.401 -2.413
C 0.250 1.661 -0.003 0.080 -0.511 -2.017
C -1.051 -1.211 0.922 -2.661 -0.748 -0.489
C 1.159 0.695 -0.774 -1.089 0.688 2.025
C 1.294 0.879 -2.198 -0.927 -1.386 0.105
C -0.392 1.072 1.185 0.811 -3.920 -0.413
C -2.449 -1.955 1.241 2.362 3.398 0.635
H -2.438 -2.886 0.860 -0.265 -3.230 -1.343
H 3.564 0.717 -0.327 0.742 0.661 -0.452
H 0.067 -2.443 -0.610 0.301 0.054 0.453
H 0.490 0.364 -2.676 -1.207 0.089 -0.644
H 0.920 2.435 0.336 0.070 0.937 0.159
H -0.869 1.752 1.743 -1.659 2.810 2.033
H -2.369 -1.981 2.296 -0.852 -0.185 1.198
H 1.361 1.874 -2.480 -0.263 2.180 -0.631
H -2.006 -0.756 -1.104 -1.074 1.074 -0.011
H 0.344 0.536 1.865 -0.672 0.678 -0.839
H -0.368 -1.380 1.722 0.684 -0.262 0.525
H -0.520 2.078 -0.690 0.431 -0.031 0.507
H 2.666 -1.059 -0.471 0.184 0.400 0.722
H -3.248 -1.321 0.886 -0.234 -0.079 0.001
H 2.111 0.401 -2.615 2.089 -1.012 -0.536
```
Forces are in eV/Å.

energy: -20880.888 eV
orbital gap (alpha / beta): 7.60 / 8.55 eV
energy above the lowest of the compared OMol25 structures with the same formula, charge and spin: 114.8 kcal/mol
E_HOMO (alpha / beta): -0.2626 / -0.2805 Eh
LUMO energy (alpha / beta): 0.457 / 0.914 eV



Below is 2 unconnected molecules or ions with the total composition C3H5ClF2, with properties calculated with ωB97M-V/def2-TZVPD.

```
11
Properties=species:S:1:pos:R:3:forces:R:3
Cl -3.382 0.665 -0.508 0.113 -0.056 0.029
F 2.881 1.269 -0.126 0.108 -0.030 -0.059
F 2.071 -0.544 -1.093 0.050 -0.084 -0.131
C -1.244 -0.488 0.664 -0.160 0.052 -0.125
C 1.925 0.310 -0.050 -0.196 0.180 0.294
C -1.848 -0.143 -0.463 0.123 -0.064 0.132
H -1.441 -0.331 -1.450 -0.039 0.001 0.120
H -0.285 -0.993 0.624 -0.219 -0.027 -0.008
H 2.056 -0.247 0.883 0.062 0.038 -0.092
H 0.945 0.784 -0.117 0.125 0.022 -0.042
H -1.679 -0.281 1.636 0.034 -0.032 -0.117
```
Forces are in eV/Å.

energy: -21148.501 eV
orbital gap: 11.00 eV
SMILES string: C=CCl.FCF
energy above the lowest of the compared OMol25 structures with the same formula, charge and spin: 22.4 kcal/mol
E_HOMO: -0.3701 Eh
LUMO energy: 0.934 eV



Below is a gas-phase ion, C7H7O2S (charge -1) in a non-equilibrium geometry, with properties calculated with ωB97M-V/def2-TZVPD.

```
17
Properties=species:S:1:pos:R:3:forces:R:3
S 1.982 0.510 0.667 0.476 0.136 0.926
O 3.754 0.455 -1.208 1.065 0.660 -0.648
O -0.874 1.204 -2.150 1.236 -1.003 -0.327
C 0.296 0.214 0.507 0.153 1.546 -0.598
C -0.120 -1.038 0.001 1.283 -1.206 -0.544
C 0.548 -2.212 -0.184 0.473 2.602 1.845
C 2.589 0.687 -1.023 -1.134 -1.566 1.462
C -0.706 1.333 0.711 -0.410 -0.141 -1.004
C 1.583 0.901 -2.027 0.966 0.662 -1.805
C 0.259 0.914 -1.938 -0.852 1.270 1.082
H 0.210 -2.957 -0.797 -0.988 -1.728 -1.356
H -0.998 -0.926 -0.554 -2.036 -0.215 -0.528
H -1.269 1.440 1.621 -0.274 -0.863 1.025
H -1.518 1.076 -0.086 1.115 1.434 1.070
H 1.522 -2.297 0.257 0.460 -0.285 0.122
H -0.204 2.345 0.731 -0.524 -0.896 -1.094
H 2.118 1.221 -2.953 -1.009 -0.407 0.372
```
Forces are in eV/Å.

energy: -22301.132 eV
total charge: -1
orbital gap: 6.21 eV
energy above the lowest of the compared OMol25 structures with the same formula, charge and spin: 53.1 kcal/mol
E_HOMO: -0.0940 Eh
LUMO energy: 3.651 eV



Below is a molecular structure, C31H24N2O2PtSe in a non-equilibrium geometry, with properties calculated with ωB97M-V/def2-TZVPD.

```
61
Properties=species:S:1:pos:R:3:forces:R:3
Pt 1.552 -0.337 0.423 0.324 1.835 0.590
Se 1.955 -2.632 0.271 -0.047 -1.063 0.050
O -1.727 -0.866 -0.243 0.217 -0.261 0.328
O 3.152 0.239 -0.868 -0.188 -0.627 -0.204
N 1.373 1.750 0.649 -0.610 0.491 -0.714
N 0.169 -0.236 1.977 0.476 -1.502 -0.673
C -5.856 -1.019 1.592 -0.014 0.016 0.070
C -6.637 0.705 3.072 -0.039 -0.071 -0.003
C 2.126 2.308 -1.566 0.374 -0.420 -0.908
C 0.560 2.113 1.794 -0.248 -0.029 0.266
C -2.700 3.707 4.932 0.056 0.073 0.074
C -0.515 -1.190 2.500 0.377 0.934 0.017
C -2.601 -0.059 0.374 0.002 -0.004 -0.235
C -7.856 0.059 3.170 0.027 -0.027 -0.019
C -2.185 -4.444 1.794 -0.150 -0.417 -0.131
C 2.902 3.235 -3.682 0.006 0.312 -0.230
C -4.106 1.790 4.502 0.026 0.105 -0.010
C 3.043 1.199 -1.707 -0.462 0.036 0.667
C 3.835 2.195 -3.796 -0.123 -0.238 0.327
C -2.201 -3.175 -0.235 0.030 -0.187 -0.185
C -2.920 2.831 2.697 -0.020 0.011 0.050
C -2.384 3.752 3.578 0.034 -0.016 0.052
C -5.572 0.176 2.300 0.126 0.130 -0.063
C -7.080 -1.648 1.689 -0.019 0.023 0.015
C -1.231 -2.210 1.779 -0.262 -0.947 -1.095
C -3.382 0.353 1.214 0.222 -0.059 0.017
C -1.646 -2.105 0.422 -0.347 0.658 0.744
C 3.891 1.204 -2.843 0.340 0.258 -0.403
C 0.536 0.925 2.760 0.098 0.482 0.295
C -3.564 2.712 5.381 -0.023 0.038 0.008
C -8.096 -1.131 2.491 -0.144 -0.083 -0.001
C -3.804 1.819 3.124 -0.033 -0.131 -0.080
C 1.292 2.466 -0.419 -0.009 0.035 0.898
C -2.435 -4.368 0.433 0.108 0.127 0.136
C -4.290 0.822 2.183 -0.062 -0.054 0.128
C 2.072 3.275 -2.586 -0.048 -0.102 0.248
C -1.594 -3.384 2.447 0.350 0.528 0.091
H -4.738 0.999 4.884 -0.031 0.004 -0.007
H 4.510 2.162 -4.644 -0.015 -0.011 -0.028
H -8.641 0.493 3.783 0.014 0.030 -0.008
H -0.552 -1.244 3.590 -0.527 0.236 0.074
H -9.049 -1.640 2.578 0.003 0.018 -0.009
H -5.072 -1.448 0.981 -0.009 -0.007 -0.022
H -1.712 4.523 3.215 0.001 -0.026 -0.053
H -0.189 1.115 3.559 -0.042 -0.045 -0.053
H -0.467 2.349 1.494 0.061 -0.036 -0.018
H 0.982 2.994 2.293 -0.028 -0.080 0.033
H 2.846 4.006 -4.441 -0.020 -0.010 0.019
H -2.448 -5.343 2.338 0.065 0.015 0.033
H 1.362 4.091 -2.480 -0.018 -0.013 0.001
H -2.856 -5.211 -0.099 -0.051 -0.006 0.011
H 1.531 0.800 3.201 -0.026 -0.130 -0.130
H -2.271 4.423 5.624 -0.022 -0.005 0.000
H 4.598 0.389 -2.930 -0.050 -0.047 0.039
H -2.474 -3.062 -1.276 0.008 0.100 0.012
H -6.504 1.650 3.581 0.023 -0.002 0.019
H 0.554 3.277 -0.442 0.190 0.235 0.005
H -2.679 2.873 1.642 0.027 0.004 -0.019
H -1.377 -3.453 3.506 0.075 -0.049 -0.014
H -3.804 2.647 6.437 0.002 -0.021 -0.007
H -7.249 -2.566 1.136 0.025 -0.009 0.004
```
Forces are in eV/Å.

energy: -108201.600 eV
total charge: -2
orbital gap (alpha / beta): 4.57 / 4.57 eV
energy above the lowest of the compared OMol25 structures with the same formula, charge and spin: 28.4 kcal/mol
E_HOMO (alpha / beta): -0.0008 / -0.0009 Eh
LUMO energy (alpha / beta): 4.548 / 4.548 eV